Entry 1:
Entry from the Open Molecules 2025 dataset: a cluster of 2 separate species, C5H14O2 in total in a non-equilibrium geometry (the ωB97M-V functional and the def2-TZVPD basis).

```
21
Properties=species:S:1:pos:R:3:mulliken_charge:R:1
C -1.758 0.573 1.203 -1.1846
C -1.517 -0.945 1.118 -0.3369
C -0.577 -1.363 0.032 -0.5332
C -0.862 -0.781 -1.378 -0.3706
C 0.304 -0.150 -2.049 -0.4970
O 1.281 -1.099 -2.566 -0.5146
H -0.888 1.120 1.423 0.3480
H -2.670 0.737 1.852 0.3315
H -2.147 0.932 0.269 0.3477
H -2.509 -1.524 0.861 0.2351
H -1.125 -1.430 2.116 0.2581
H -0.709 -2.506 0.034 0.2046
H 0.517 -1.142 0.382 0.3200
H -1.623 0.017 -1.342 0.2281
H -1.233 -1.559 -2.056 0.3815
H 1.003 0.374 -1.349 0.2635
H 0.074 0.650 -2.840 0.2168
H 0.859 -1.924 -2.893 0.3022
O 4.103 3.333 2.415 -0.6441
H 4.686 2.778 2.880 0.3112
H 4.789 3.911 1.887 0.3328
```

Properties
- Multiplicity: 1
- Kohn-Sham gap: 0.402 Ha
- E_HOMO: -0.3680 Ha
- Energy above the lowest of the compared OMol25 structures with the same formula, charge and spin: 132.04 kJ/mol
- Electronic energy: -9505.631 eV
- SMILES: CCCCCO.O

---

Entry 2:
Entry from the Open Molecules 2025 dataset: a cluster of 3 separate species, C5H14O2 in total in a non-equilibrium geometry (the ωB97M-V functional and the def2-TZVPD basis).

```
21
Properties=species:S:1:pos:R:3:mulliken_charge:R:1
C 2.327 -1.927 1.700 -0.9722
C 1.943 -0.701 1.226 0.6330
C 2.936 -0.040 0.168 -1.1091
C 0.511 -0.276 1.246 -0.4806
C -0.085 0.265 2.596 -1.0676
H 3.335 -2.363 1.604 0.2743
H 1.905 -2.352 2.607 0.2792
H 2.363 0.086 -0.891 0.2690
H 3.752 -0.723 0.009 0.3466
H 3.500 0.803 0.648 0.2737
H 0.355 0.586 0.534 0.2734
H -0.267 -1.110 0.905 0.3176
H -0.948 -0.365 2.768 0.2785
H -0.255 1.252 2.417 0.3561
H 0.445 0.271 3.589 0.3283
O -5.701 2.694 -1.558 -0.6463
H -5.746 3.108 -2.442 0.3220
H -5.718 3.502 -0.994 0.3242
O -1.309 -0.796 -5.164 -0.6279
H -1.129 -1.077 -6.026 0.3119
H -2.214 -0.838 -4.941 0.3158
```

Properties
- Multiplicity: 1
- Kohn-Sham gap: 0.358 Ha
- E_HOMO: -0.3272 Ha
- Energy above the lowest of the compared OMol25 structures with the same formula, charge and spin: 243.08 kJ/mol
- Electronic energy: -9504.480 eV
- SMILES: C=C(C)CC.O.O

---

Entry 3:
Entry from the Open Molecules 2025 dataset: a cluster of 2 separate species, C5H14O2 in total in a non-equilibrium geometry (the ωB97M-V functional and the def2-TZVPD basis).

```
21
Properties=species:S:1:pos:R:3:mulliken_charge:R:1
C 0.211 -1.290 -1.168 -1.2015
C -0.075 -0.850 0.250 -0.4223
C -0.538 0.607 0.340 -0.5433
C 0.452 1.627 -0.181 -0.5569
C 1.780 1.582 0.565 -0.6264
O 1.627 1.701 1.983 -0.5138
H 0.374 -2.370 -1.199 0.3568
H 1.131 -0.884 -1.549 0.3611
H -0.636 -1.081 -1.813 0.2884
H 0.756 -1.028 0.930 0.3543
H -0.836 -1.452 0.761 0.2727
H -0.781 0.791 1.395 0.3079
H -1.497 0.663 -0.177 0.3337
H 0.033 2.630 -0.107 0.3317
H 0.697 1.441 -1.217 0.3056
H 2.492 2.344 0.234 0.3320
H 2.224 0.605 0.401 0.2965
H 1.242 2.574 2.139 0.3207
O -3.261 -2.696 -0.467 -0.6484
H -2.399 -3.130 -0.477 0.3267
H -2.997 -1.785 -0.644 0.3244
```

Properties
- Multiplicity: 1
- Kohn-Sham gap: 0.412 Ha
- E_HOMO: -0.3827 Ha
- Energy above the lowest of the compared OMol25 structures with the same formula, charge and spin: 22.24 kJ/mol
- Electronic energy: -9506.769 eV
- SMILES: CCCCCO.O

---

Entry 4:
Entry from the Open Molecules 2025 dataset: a cluster of 2 separate species, C5H14O2 in total in a non-equilibrium geometry (the ωB97M-V functional and the def2-TZVPD basis).

```
21
Properties=species:S:1:pos:R:3:mulliken_charge:R:1
C -2.005 1.205 0.031 -1.2141
C -0.612 0.556 0.131 0.4943
C -0.172 0.226 1.616 -1.3696
C -0.634 -0.795 -0.632 -0.8112
C -1.107 -0.723 -2.096 -0.4966
O -0.145 -1.193 -3.084 -0.5405
H -2.199 1.901 0.891 0.3834
H -2.810 0.403 0.098 0.2456
H -2.017 1.746 -0.913 0.3355
H 0.205 1.182 -0.292 0.2422
H 0.899 0.098 1.722 0.3419
H -0.413 1.099 2.271 0.3645
H -0.897 -0.548 1.898 0.3388
H -1.286 -1.519 -0.140 0.3844
H 0.380 -1.189 -0.530 0.3786
H -1.475 0.229 -2.434 0.3506
H -1.949 -1.412 -2.164 0.2566
H -0.655 -1.091 -3.894 0.3153
O 6.032 -0.062 2.445 -0.6363
H 5.318 -0.021 1.801 0.3182
H 5.543 -0.092 3.276 0.3183
```

Properties
- Multiplicity: 1
- Kohn-Sham gap: 0.397 Ha
- E_HOMO: -0.3739 Ha
- Energy above the lowest of the compared OMol25 structures with the same formula, charge and spin: 82.19 kJ/mol
- Electronic energy: -9506.148 eV
- SMILES: CC(C)CCO.O

---

Entry 5:
Entry from the Open Molecules 2025 dataset: a cluster of 2 separate species, C5H14O2 in total in a non-equilibrium geometry (the ωB97M-V functional and the def2-TZVPD basis).

```
21
Properties=species:S:1:pos:R:3:mulliken_charge:R:1
C -0.015 -0.148 1.703 -1.4603
C 0.547 -0.525 0.327 0.5796
C 1.233 0.723 -0.329 -0.8184
C -0.587 -1.085 -0.575 -0.9398
C -0.123 -1.675 -1.885 -0.3961
O -1.305 -1.894 -2.706 -0.5020
H -0.688 -1.004 2.014 0.3464
H 0.777 -0.276 2.445 0.3513
H -0.598 0.773 1.625 0.3950
H 1.346 -1.251 0.499 0.3311
H 0.896 1.448 0.403 -0.0745
H 0.915 0.867 -1.348 0.3842
H 2.308 0.758 -0.115 0.2605
H -1.098 -1.807 0.085 0.3425
H -1.398 -0.362 -0.633 0.3486
H 0.540 -0.969 -2.401 0.3272
H 0.369 -2.639 -1.742 0.2368
H -0.946 -1.799 -3.594 0.3031
O -0.607 3.564 2.414 -0.6454
H -0.207 3.194 1.632 0.3186
H -1.358 4.106 2.182 0.3117
```

Properties
- Multiplicity: 1
- Kohn-Sham gap: 0.412 Ha
- E_HOMO: -0.3818 Ha
- Energy above the lowest of the compared OMol25 structures with the same formula, charge and spin: 95.49 kJ/mol
- Electronic energy: -9506.010 eV
- SMILES: CC(C)CCO.O

---

Entry 6:
Entry from the Open Molecules 2025 dataset: a cluster of 3 separate species, C5H14O2 in total in a non-equilibrium geometry (the ωB97M-V functional and the def2-TZVPD basis).

```
21
Properties=species:S:1:pos:R:3:mulliken_charge:R:1
C -1.779 -0.196 -1.719 -1.3264
C -0.990 -0.463 -0.485 -0.0423
C 0.325 -0.237 -0.374 -0.0184
C 1.246 -1.151 0.364 -0.3318
C 2.671 -0.983 -0.198 -1.3196
H -1.492 0.715 -2.254 0.3032
H -2.863 -0.229 -1.637 0.3669
H -1.561 -1.005 -2.405 0.3178
H -1.393 -1.225 0.191 0.3403
H 0.720 0.760 -0.600 0.1262
H 1.416 -0.874 1.423 0.1913
H 0.969 -2.196 0.359 0.3411
H 3.327 -1.762 0.207 0.3619
H 3.218 -0.024 -0.200 0.3497
H 2.623 -1.217 -1.272 0.3448
O -0.981 0.379 2.512 -0.6098
H -1.409 0.576 3.339 0.2947
H -1.163 1.090 1.878 0.3896
O -0.933 2.512 0.635 -0.6215
H -1.455 3.273 0.412 0.2953
H -0.496 2.258 -0.175 0.2469
```

Properties
- Multiplicity: 1
- Kohn-Sham gap: 0.334 Ha
- E_HOMO: -0.3103 Ha
- Energy above the lowest of the compared OMol25 structures with the same formula, charge and spin: 142.13 kJ/mol
- Electronic energy: -9505.527 eV
- SMILES: C/C=C/CC.O.O

---

Entry 7:
Entry from the Open Molecules 2025 dataset: a cluster of 4 separate species, C5H14O3 in total in a non-equilibrium geometry (the ωB97M-V functional and the def2-TZVPD basis).

```
22
Properties=species:S:1:pos:R:3:mulliken_charge:R:1
C -2.027 -1.667 0.308 -1.0504
C -0.671 -1.521 0.422 -0.0669
C 0.064 -0.533 -0.345 -0.4839
C 1.459 -0.572 -0.363 -0.7355
C 2.409 0.597 -0.601 -1.0886
H -2.542 -2.422 0.897 0.2328
H -2.568 -1.024 -0.377 0.2665
H -0.028 -2.152 1.023 0.2544
H -0.389 0.295 -0.885 0.5521
H 1.946 -1.491 -0.033 0.2663
H 1.854 1.516 -0.817 0.2619
H 2.997 0.407 -1.503 0.3605
H 3.072 0.730 0.253 0.3008
H 0.672 0.929 3.302 0.3125
H 0.976 0.373 1.846 0.3937
O 1.349 0.729 2.663 -0.6866
H -1.191 2.409 1.111 0.3341
H -1.420 0.952 1.400 0.2862
O -1.710 1.830 1.686 -0.7112
H -0.332 -0.359 -3.144 0.3421
H -1.082 -0.441 -4.411 0.2981
O -0.799 0.207 -3.748 -0.6389
```

Properties
- Multiplicity: 2
- Kohn-Sham gap (spin up / spin down): 0.138 / 0.245 Ha
- E_HOMO (spin up / spin down): -0.0052 / -0.1131 Ha
- Energy above the lowest of the compared OMol25 structures with the same formula, charge and spin: 108.10 kJ/mol
- Electronic energy: -11552.926 eV
- Total charge: -1
- <S²>: 0.773

---

Entry 8:
Entry from the Open Molecules 2025 dataset: a cluster of 3 separate species, C5H14O3 in total in a non-equilibrium geometry (the ωB97M-V functional and the def2-TZVPD basis).

```
22
Properties=species:S:1:pos:R:3:mulliken_charge:R:1
C 0.242 1.168 0.025 -1.3678
C -0.720 0.471 0.610 0.3294
C -0.586 -0.681 1.580 -0.9893
C -0.109 -1.986 0.890 -0.4962
C 1.356 -1.952 0.411 -0.3849
O 1.964 -3.082 0.990 -0.5058
H 0.065 2.078 -0.513 0.5045
H 1.234 1.158 0.466 0.2641
H -1.767 0.558 0.316 0.4217
H -1.573 -0.903 1.992 0.3128
H -0.011 -0.457 2.482 0.3528
H -0.245 -2.796 1.598 0.3403
H -0.783 -2.080 0.036 0.2982
H 1.871 -0.984 0.428 0.2742
H 1.289 -1.964 -0.703 0.2408
H 2.878 -3.129 0.691 0.3042
O 0.024 2.216 -2.984 -0.6432
H -0.494 2.118 -3.785 0.3089
H 0.550 1.444 -2.791 0.3218
O -1.966 3.217 -0.716 -0.6316
H -1.886 2.905 0.176 0.3503
H -1.334 2.679 -1.199 0.3946
```

Properties
- Multiplicity: 1
- Kohn-Sham gap: 0.390 Ha
- E_HOMO: -0.3693 Ha
- Energy above the lowest of the compared OMol25 structures with the same formula, charge and spin: 131.77 kJ/mol
- Electronic energy: -11552.758 eV
- SMILES: C=CCCCO.O.O

---

Question: Which formula does entry 4 have?
Answer: C5H14O2

---

Question: Which of these has the highest electronic energy?
Answer: number 2

---

Question: electronic energy of number 1 (C5H14O2)?
Answer: -9505.631 eV

---

Question: What is the formula in the second record?
Answer: C5H14O2